77
Properties=species:S:1:pos:R:3:forces:R:3:mulliken_charge:R:1 method="wB97M-V/def2-TZVPD" e_above_lowest_ev=5.509 homo_lumo_gap_ev=6.6
Ag 2.73321 10.29567 8.29814 -0.2 -0.6 -0.1 0.8568
P 2.49878 7.46440 5.99619 -0.3 -0.4 -0.9 1.3776
F 3.33156 8.65165 6.79002 1.0 0.2 1.2 -0.4269
F 3.84139 6.94429 5.20676 -1.1 0.0 1.1 -0.1861
F 2.86149 6.42483 7.25090 -0.4 0.7 -1.5 -0.3647
F 1.49020 6.46116 5.18224 1.6 0.5 0.8 -0.3282
F 1.18306 7.92226 6.87735 1.0 0.6 -0.7 -0.4576
F 2.42886 8.63297 4.82303 -1.3 -1.1 0.8 -0.3303
O -2.73702 6.58644 1.11489 1.1 -2.1 1.2 -0.6220
C -1.90369 5.86539 1.66197 -0.4 3.0 -2.5 0.5699
O -2.06634 5.20941 2.77587 -2.5 -0.4 1.1 -0.3910
C -0.87751 4.89068 3.38017 1.0 -0.5 2.8 0.4865
C 0.23618 5.42774 2.51957 1.6 -0.7 1.9 -0.1960
C -0.42226 5.85353 1.25814 -0.8 -0.6 -0.3 -0.6399
H -0.84294 3.86797 3.75565 -0.1 -1.1 -1.8 0.3729
H -0.76873 5.20850 4.41712 -0.6 1.7 0.0 -0.3921
H 0.89470 4.56397 2.61095 0.7 0.1 -1.5 0.4540
H 0.82512 6.18962 3.03023 -0.5 0.3 0.0 -0.0505
H -0.22998 5.06609 0.52939 -0.3 0.6 -0.7 0.2769
H -0.28916 6.88378 0.92805 0.7 -0.4 -0.3 0.3105
O 2.39609 0.17937 7.95811 -1.3 3.2 -2.0 -0.6680
C 1.99643 1.21366 7.37288 1.6 -3.8 2.5 0.3809
O 2.55378 2.39014 7.59418 0.5 1.7 0.4 -0.3377
C 1.84863 3.44729 6.92968 -1.2 0.6 -1.2 0.9291
C 0.54286 2.83764 6.35080 0.9 -0.3 1.1 0.4521
C 0.94012 1.36245 6.37416 -1.6 -0.9 -1.3 -0.5040
H 2.38788 3.90679 6.10134 0.7 -0.3 0.3 0.0296
H 1.53358 4.26605 7.57658 0.7 -0.2 0.5 -0.6787
H 0.25088 3.27746 5.39715 0.1 -0.3 0.1 -0.6666
H -0.21080 3.06819 7.10374 -0.4 -0.4 -0.4 0.2235
H 1.38207 1.00534 5.44398 0.1 0.3 -0.3 0.2963
H 0.14587 0.63415 6.53802 -0.1 0.2 0.2 0.3463
O 2.46084 8.49874 11.22034 0.1 1.0 -0.6 -0.5425
C 3.58461 8.07559 11.25340 -1.0 -1.0 2.0 0.3838
O 4.35403 8.28077 12.39335 -1.4 1.5 -1.8 -0.3922
C 5.53051 7.52343 12.40704 0.1 -1.2 -1.0 -0.3512
C 5.37182 6.58534 11.18412 0.7 -1.1 -0.6 -0.7306
C 4.17397 7.05186 10.33081 1.1 0.1 1.1 0.3443
H 5.46117 7.06180 13.39202 0.8 -0.5 -0.3 0.2982
H 6.46882 8.05568 12.25083 -0.3 0.7 0.5 0.2391
H 5.19876 5.56267 11.51922 -0.1 0.0 0.0 0.2982
H 6.23972 6.52922 10.52708 0.3 0.1 0.4 0.3565
H 3.55617 6.17266 10.14800 -0.6 0.6 0.0 0.0118
H 4.38676 7.53065 9.37499 0.4 -0.2 -0.1 0.0873
C -0.73019 9.81875 4.81629 -3.0 -1.1 2.0 -0.1097
C -0.14927 9.43899 3.53017 3.6 0.4 -0.3 0.5501
O -0.42601 10.52092 2.68672 -2.6 2.3 -2.6 -0.4442
S -0.92190 11.89902 3.37024 -0.6 0.7 -0.4 1.0825
O -2.29145 12.29547 2.97028 3.4 -1.3 1.0 -0.5325
O 0.14762 12.90675 3.26105 -2.3 -2.3 0.5 -0.5515
O -0.93915 11.18380 4.83322 0.5 4.1 -0.6 -0.4487
H -0.35089 9.59368 5.81308 0.8 -0.6 -0.6 0.0988
H -1.76502 9.47791 4.84885 -0.1 -0.9 0.0 0.3633
H -0.36963 8.44143 3.15015 -0.6 0.4 -0.1 -0.2067
H 0.91998 9.63846 3.45933 0.5 -1.6 1.1 0.1442
C 6.24041 5.39616 4.75508 -3.0 -1.5 1.0 -0.2406
C 5.60414 4.01101 4.12834 1.5 1.0 0.8 -0.0144
O 6.79477 3.20203 4.08676 1.4 -0.3 0.0 -0.3717
S 8.19918 3.96011 4.49644 1.9 -1.0 -1.4 1.1165
O 9.18030 3.79260 3.38715 -2.8 0.3 3.3 -0.5363
O 8.60415 3.71301 5.88613 -1.1 0.2 -2.8 -0.5388
O 7.56842 5.40990 4.37260 1.1 0.4 -1.2 -0.3317
H 6.28882 5.40985 5.84391 -0.8 -0.4 0.2 0.2795
H 5.60627 6.22784 4.44803 1.0 0.1 -0.4 0.2097
H 5.15338 4.15416 3.14629 0.8 0.3 -0.4 0.2941
H 4.86425 3.36941 4.60690 0.1 0.7 1.1 0.1457
C -1.21583 5.06825 8.88040 1.2 1.2 0.9 -0.5715
C -0.29786 6.36261 9.06280 -1.7 -1.7 -2.2 0.4396
O -1.16078 7.39116 8.42287 -0.3 -1.2 -0.5 -0.4035
S -1.94127 6.73224 7.08466 0.5 0.4 0.1 0.8640
O -1.11073 7.05324 5.91950 -2.2 -1.0 2.2 -0.2490
O -3.36956 7.04369 7.10579 3.1 -0.6 0.2 -0.6032
O -1.69780 5.12052 7.52896 -0.1 2.1 -0.2 -0.3087
H -2.01944 5.07552 9.61679 -0.2 -0.1 -0.3 0.3554
H -0.58775 4.18350 8.98437 -0.2 -0.1 -0.1 0.4000
H 0.54227 6.13535 8.40657 0.3 0.7 0.0 -0.4699
H 0.05984 6.59673 10.06548 -0.7 0.4 -0.1 0.4643



64
Properties=species:S:1:pos:R:3:forces:R:3:mulliken_charge:R:1 method="wB97M-V/def2-TZVPD" homo_lumo_gap_ev=10.8 smiles="CC[C@@H](Br)[C@H](C#N)[C@H](C#N)CCCC(F)(F)C(F)(F)F.CCOS(C)(=O)=O.CCOS(C)(=O)=O"
C -3.21744 -3.98698 -0.31385 -0.7 0.5 -0.5 -0.8781
C -4.35467 -4.93497 -0.72914 0.8 -0.2 -0.7 -0.6699
C -5.66858 -4.25233 -1.18958 0.3 -0.1 1.4 -0.5165
Br -6.97239 -4.50386 0.30013 0.2 0.0 -0.3 -0.1446
C -5.58260 -2.72890 -1.45886 -1.5 -0.2 -1.1 0.1973
C -6.97920 -2.19117 -1.54166 1.0 -0.2 0.4 -0.1868
N -8.02773 -1.73408 -1.54889 -0.4 0.2 -0.3 -0.5089
C -4.91467 -2.33450 -2.82531 0.5 0.2 0.0 0.3087
C -4.25934 -3.46540 -3.52263 0.2 0.8 0.9 -0.1381
N -3.54152 -4.27453 -3.89812 0.0 -0.4 -0.5 -0.5375
C -3.91630 -1.17208 -2.58682 0.1 0.0 -1.0 -0.9382
C -3.41679 -0.57523 -3.94001 -0.1 -0.4 0.6 -0.8517
C -3.21733 0.94695 -3.87790 -0.1 -0.5 -0.3 -1.3668
C -2.37073 1.39238 -2.69042 0.1 0.5 -1.0 1.2916
F -3.06408 1.45758 -1.53849 -0.2 0.0 0.3 -0.3127
F -1.32890 0.55308 -2.49120 0.2 -0.2 0.1 -0.3322
C -1.77637 2.80034 -2.96375 -0.7 0.0 0.5 0.4439
F -2.77771 3.62392 -3.29982 -0.1 0.1 -0.2 -0.2879
F -0.89772 2.77538 -3.95233 0.3 -0.1 -0.2 -0.2640
F -1.20205 3.31009 -1.87725 0.2 -0.1 0.1 -0.2171
H -2.32283 -4.50627 0.02811 -0.2 -0.1 0.2 0.4303
H -2.92281 -3.40343 -1.19423 0.1 -0.1 0.2 0.0801
H -3.57847 -3.25875 0.42214 0.3 -0.3 0.2 0.2781
H -3.98673 -5.51071 -1.59007 -0.1 0.1 0.2 0.3009
H -4.53176 -5.67798 0.04955 -0.3 0.2 0.0 0.5301
H -6.10217 -4.79753 -2.02641 -0.1 0.3 0.0 0.5416
H -5.10929 -2.16437 -0.65626 0.1 -0.4 0.1 0.3892
H -5.66611 -1.92106 -3.50453 -0.1 -0.3 0.2 0.7624
H -4.47491 -0.41105 -2.03381 0.1 -0.1 0.0 0.5607
H -3.04133 -1.49279 -2.01778 -0.3 0.0 0.2 0.2666
H -4.16226 -0.85972 -4.69182 0.2 0.5 -0.1 0.5671
H -2.48965 -1.07350 -4.23859 -0.1 0.1 0.1 0.3591
H -4.19399 1.43960 -3.87130 0.2 0.1 0.3 0.3595
H -2.70508 1.29229 -4.78262 -0.1 -0.1 0.1 0.4896
C 1.70935 3.06581 -0.74902 0.4 -0.1 0.1 -0.8989
C 1.32218 4.20136 0.17728 -0.2 0.0 -0.7 -0.3382
O 1.84487 4.02065 1.50637 0.2 0.1 0.2 -0.2969
S 3.38609 4.35062 1.75593 -0.5 -0.1 0.5 1.2124
C 3.32902 4.35632 3.51771 -0.1 0.0 0.0 -0.9697
O 3.65898 5.67655 1.29398 0.1 -0.1 -0.3 -0.6686
O 4.17571 3.23518 1.32617 0.1 0.2 -0.1 -0.5286
H 2.78182 3.06446 -0.94475 0.0 0.0 0.0 0.3761
H 1.19262 3.16133 -1.70120 0.0 0.0 0.0 0.2817
H 1.45888 2.10233 -0.30315 -0.1 0.0 0.0 0.2542
H 1.63923 5.16631 -0.22271 0.1 0.0 0.1 0.3286
H 0.23915 4.23556 0.28555 0.1 0.0 0.3 0.2191
H 2.69076 5.17243 3.84534 0.0 0.0 0.0 0.3330
H 4.34602 4.50277 3.87588 0.0 0.0 -0.1 0.3788
H 2.94589 3.39800 3.85982 0.0 0.0 0.0 0.3095
C 6.11388 0.18201 1.79370 0.3 -0.1 0.0 -1.0522
C 5.53989 0.46813 3.16719 -0.1 0.5 -0.7 -0.2102
O 5.74085 -0.63253 4.07500 0.1 -0.1 0.3 -0.2912
S 7.18729 -0.81315 4.72490 -0.5 -0.2 0.1 1.2395
C 6.72304 -1.96624 5.97487 -0.1 0.0 0.0 -0.9325
O 7.57378 0.42124 5.33859 0.2 0.0 -0.2 -0.6409
O 8.04405 -1.46733 3.78579 0.2 0.2 0.1 -0.6072
H 7.20231 0.13158 1.82594 0.0 0.0 0.0 0.3201
H 5.82993 0.96822 1.09400 -0.1 0.0 0.1 0.3837
H 5.75505 -0.77722 1.41875 -0.1 0.0 0.0 0.2905
H 5.95402 1.38733 3.58545 0.1 -0.1 0.1 0.3211
H 4.46211 0.60349 3.08783 0.0 -0.2 0.2 0.1857
H 6.03503 -1.48132 6.66217 0.0 0.0 0.0 0.3098
H 7.63058 -2.26551 6.49481 0.0 0.1 -0.1 0.3690
H 6.26116 -2.82882 5.50131 0.0 0.0 0.0 0.3163



55
Properties=species:S:1:pos:R:3:forces:R:3:mulliken_charge:R:1 method="wB97M-V/def2-TZVPD" s_squared=2.04 homo_lumo_gap_ev="6.0 / 6.9" multiplicity=3
Mo -0.21729 -0.00374 0.12732 -1.8 -0.4 -0.7 0.5742
Si 2.01281 0.32614 -0.71560 1.2 0.6 0.0 1.0025
P -0.75285 0.53363 -2.14621 -0.4 0.5 -1.1 1.6156
N -0.33917 -1.76932 -0.13739 -0.6 1.7 0.7 -0.7000
H -0.61175 2.32738 1.47177 -0.5 1.4 0.1 -1.4685
C -2.55169 0.74506 -2.39709 -0.2 0.2 0.0 -1.2306
H -2.74386 0.95301 -3.45971 0.0 -0.2 0.2 0.4034
H -2.91230 1.58299 -1.78453 0.3 -0.3 -0.2 0.2683
H -3.06888 -0.17056 -2.08253 0.1 0.1 -0.2 0.2852
C -0.04068 2.01946 -2.95595 -0.1 0.0 0.0 -1.1833
H -0.49237 2.09981 -3.95464 0.2 0.0 0.2 0.4422
H 1.04913 1.94216 -3.04718 -0.2 -0.1 0.0 0.3379
H -0.29362 2.90239 -2.35607 0.0 -0.4 -0.1 0.1954
C -0.39027 -0.79895 -3.34558 0.0 0.1 -0.2 -1.2384
H -0.63298 -0.43559 -4.35360 0.1 -0.2 0.1 0.4301
H -1.00528 -1.67612 -3.11286 0.1 0.2 0.0 0.3024
H 0.66411 -1.08799 -3.30229 -0.2 0.1 0.0 0.2793
C 2.74706 2.04399 -0.36801 0.1 -0.2 -0.1 -1.1007
H 2.60531 2.31995 0.68523 0.1 0.1 -0.3 0.2313
H 2.30238 2.80692 -1.02136 0.2 -0.1 0.3 0.2602
H 3.82437 1.94810 -0.57394 -0.3 0.3 0.1 0.3837
H 2.96863 -0.56124 0.01244 0.0 -0.2 0.1 -0.3322
H 2.36916 0.09962 -2.14691 -0.2 -0.2 0.0 -0.2564
C -0.34229 -3.10735 -0.38542 0.4 -0.8 -0.6 -0.2976
C -1.49840 -5.23346 -0.30042 0.3 -0.1 -0.2 -0.5708
C -1.51215 -3.85885 -0.11947 0.6 0.3 -0.1 -0.2421
C 0.82483 -3.74683 -0.87933 -0.5 0.2 0.3 0.0919
C 0.82025 -5.12356 -1.05677 -0.3 -0.1 0.1 -0.5753
C -0.33277 -5.86660 -0.76126 -0.1 0.2 0.0 -0.3503
H -2.39696 -5.80863 -0.08030 0.3 0.0 -0.1 0.3582
H -2.38665 -3.31424 0.24214 0.2 -0.2 -0.1 0.4070
H 1.70396 -3.12687 -1.08634 -0.3 -0.3 0.1 0.3025
H 1.71771 -5.62189 -1.42459 -0.3 0.1 0.1 0.3585
H -0.32535 -6.94493 -0.89415 0.0 0.2 0.0 0.3709
C -1.27030 3.02355 0.82782 0.5 -0.6 -0.1 2.4720
O -1.43767 2.35088 -0.34876 0.5 -2.2 -0.4 -0.8435
C -2.61206 3.27149 1.54414 0.1 0.3 0.3 -1.5132
H -2.78248 4.35257 1.58936 -0.2 -0.1 0.1 0.3802
H -2.60899 2.89666 2.57010 -0.1 0.0 0.0 0.3540
H -3.44402 2.81868 0.99989 0.2 -0.1 0.0 0.2807
C -0.60919 4.36371 0.47749 0.2 0.2 0.6 -1.5229
H -1.19831 4.80663 -0.33574 0.0 -0.1 0.2 0.3551
H 0.41883 4.26806 0.11777 -0.1 -0.2 0.1 0.2316
H -0.62232 5.05678 1.32386 0.1 0.1 0.0 0.5111
Cl 2.54700 2.13466 4.64291 0.1 0.2 0.2 -0.2098
C 1.82120 0.73846 3.96478 -0.6 0.0 -0.9 -0.1395
C 2.01477 -0.51753 4.52889 -0.1 0.0 -0.1 -0.1715
C 1.42351 -1.60739 3.89867 -0.4 0.0 -0.4 -0.6979
C 0.65684 -1.42124 2.74239 0.3 0.7 0.1 -0.0921
N 0.49687 -0.19126 2.18089 0.9 0.7 1.5 -0.0851
C 1.07033 0.89701 2.78788 0.3 -1.7 0.4 -0.4640
H 2.62931 -0.61645 5.42913 -0.3 0.0 -0.4 0.4263
H 1.55244 -2.62311 4.26953 0.0 0.3 0.0 0.3861
H 0.19802 -2.25978 2.20805 0.2 0.4 0.3 0.4375
H 0.99409 1.86376 2.29157 -0.1 -0.3 0.2 0.5506



55
Properties=species:S:1:pos:R:3:forces:R:3:mulliken_charge:R:1 method="wB97M-V/def2-TZVPD" s_squared=2.03 homo_lumo_gap_ev="4.7 / 7.0" multiplicity=3
W 0.02944 0.48034 -0.04152 0.2 -1.2 -2.0 0.3382
Si -1.45348 2.42678 0.51059 -1.0 1.4 1.2 0.5813
P -2.08459 -0.50377 -0.85369 -1.0 0.1 -0.7 0.6667
N 0.77335 0.09253 -1.61829 0.1 0.5 0.8 -0.3994
H 0.87526 -0.60300 0.82139 0.1 -1.7 1.5 -0.1760
C -2.19838 -2.20224 -1.53709 0.2 -0.2 -0.2 -1.2069
H -3.04760 -2.26251 -2.24049 0.3 0.1 0.3 0.4201
H -2.37458 -2.91058 -0.71262 0.2 0.2 -0.2 0.3358
H -1.28778 -2.48162 -2.08238 -0.2 0.1 0.2 0.3061
C -3.71653 -0.49864 -0.01593 -0.1 0.1 0.1 -1.2163
H -4.47827 -0.87751 -0.72197 0.3 0.1 0.3 0.4344
H -3.99869 0.51706 0.28952 0.1 -0.3 0.1 0.3226
H -3.67367 -1.17644 0.85363 0.0 0.3 -0.3 0.2683
C -2.37705 0.53557 -2.35761 -0.6 -0.3 -0.2 -1.1247
H -3.32499 0.19454 -2.81331 0.3 0.2 0.0 0.4643
H -1.55041 0.41591 -3.07768 -0.3 0.0 0.3 0.2716
H -2.47769 1.59810 -2.08467 0.1 -0.5 -0.1 0.2274
C -2.11910 2.81601 2.28569 0.1 0.0 -0.1 -1.1047
H -1.27935 2.91336 2.99015 -0.3 0.0 0.0 0.2299
H -2.80376 2.02434 2.63050 0.2 0.2 0.0 0.2710
H -2.67411 3.77289 2.25754 0.3 -0.4 0.1 0.3783
H -0.72664 3.72794 0.25578 0.0 -0.1 -0.2 -0.3041
H -2.78810 2.64565 -0.17278 0.3 -0.2 -0.3 -0.2791
C 1.23304 0.38332 -2.87114 -0.3 0.3 -0.6 0.0540
C 2.44761 -0.05603 -4.89146 0.0 0.4 -0.3 -0.4614
C 2.00633 -0.49450 -3.64717 -0.3 0.4 0.3 -0.4408
C 0.89584 1.67066 -3.32591 0.1 0.1 -0.3 0.3262
C 1.33948 2.10049 -4.56602 0.1 -0.2 -0.2 -0.7245
C 2.12175 1.23711 -5.35385 0.1 -0.1 -0.1 -0.3918
H 3.04669 -0.72199 -5.51622 -0.2 0.3 0.2 0.3667
H 2.21009 -1.47765 -3.21695 0.1 0.2 -0.4 0.4123
H 0.28492 2.29556 -2.65400 0.4 -0.3 -0.5 0.2870
H 1.05905 3.10459 -4.90525 0.2 -0.5 0.0 0.3607
H 2.47622 1.57606 -6.34191 -0.2 -0.3 0.6 0.3437
C -1.46668 -2.76437 2.91322 0.0 0.5 -1.6 0.7992
O -2.28904 -3.39857 2.23902 1.5 1.1 1.7 -0.5904
C 0.03843 -2.91748 2.84332 0.5 -0.4 -0.5 -0.9254
H 0.55140 -2.96411 3.81597 -0.4 0.2 -0.2 0.3837
H 0.42205 -2.01816 2.28783 -0.4 -0.6 0.5 0.0681
H 0.33846 -3.78552 2.27800 0.0 -0.4 -0.3 0.3426
C -1.72469 -1.44925 3.62539 -1.1 0.3 0.1 -0.7055
H -2.70047 -1.45081 4.10886 -0.3 0.1 -0.2 0.3636
H -1.71941 -0.62161 2.83334 0.3 -1.0 1.1 -0.1079
H -1.00469 -1.30382 4.45090 -0.1 0.2 -0.7 0.3732
Cl 2.16636 2.97443 4.45879 0.3 -0.1 0.2 -0.1949
C 2.53908 2.37509 2.88819 -0.2 -0.5 -0.2 -0.0068
C 3.69093 2.73576 2.19987 -0.1 0.1 -0.1 -0.2223
C 3.89207 2.23759 0.91058 0.0 -0.2 0.1 -0.6425
C 2.88416 1.50712 0.30696 -0.9 1.0 0.3 -0.0912
N 1.66202 1.43339 0.91371 1.3 -1.9 1.7 -0.0435
C 1.60253 1.53983 2.28824 0.1 1.7 -1.5 -0.2020
H 4.40319 3.38237 2.68930 0.1 0.0 -0.1 0.4418
H 4.79201 2.43335 0.33850 0.1 -0.1 0.3 0.3820
H 2.97877 1.01321 -0.66795 -0.2 0.6 0.3 0.3125
H 0.74588 1.10686 2.81542 0.2 0.4 -0.4 0.4283



Result set for electronic energy: -118103.67266 -139717.28421 -55722.72580 -55691.06135 eV, one per record in the order listed.